No. 1
DFT (the ωB97M-V functional and the def2-TZVPD basis) results for a molecular structure, C5H5CdO3 at a distorted geometry.

```
! RIJCOSX wB97M-V def2-TZVPD def2/J DEFGRID3
* xyz 1 1
O -1.158 2.142 -0.143
C -1.645 0.996 -0.093
O -1.332 0.207 0.923
Cd 0.800 2.314 0.091
H -2.542 0.741 -0.680
O 3.090 0.100 0.683
C 1.999 0.478 -0.027
C 1.070 -0.315 -0.474
C -0.112 -0.923 -0.696
C -1.058 -1.150 0.470
H 3.866 0.107 0.117
H -0.341 -1.398 -1.654
H -1.995 -1.623 0.147
H -0.642 -1.676 1.336
*
```

## Properties
- LUMO: -5.4 eV
- Kohn-Sham gap: 7.8 eV

Löwdin atomic charge list, values in e, 2 entries: -0.14 -0.30

***

No. 2
DFT (the ωB97M-V functional and the def2-TZVPD basis) results for a molecular structure, C23H18Br2HgN2O4.

```
! RIJCOSX wB97M-V def2-TZVPD def2/J DEFGRID3
* xyz -1 2
Hg -1.025 -0.126 -1.165
O 2.945 -2.265 -1.540
C 3.738 -1.482 -0.781
C 5.103 -1.758 -0.718
C 5.939 -0.966 0.050
C 5.434 0.117 0.759
C 4.074 0.387 0.697
C 3.216 -0.405 -0.052
C 1.727 -0.133 -0.058
O 1.143 -0.488 -1.259
N 1.143 -0.910 1.073
N -0.181 -0.831 1.154
C -0.797 -1.805 1.884
C -2.114 -1.844 2.022
Br -3.118 -1.305 -1.768
C -3.414 -1.887 2.092
C -4.238 -1.227 3.125
C -5.616 -1.422 3.127
C -6.418 -0.812 4.082
C -5.849 0.005 5.047
C -4.474 0.210 5.048
C -3.675 -0.399 4.096
H 2.085 -1.757 -1.624
H 5.485 -2.593 -1.291
H 6.999 -1.189 0.086
H 6.090 0.747 1.345
H 3.658 1.234 1.232
H 1.539 0.918 0.189
H 1.562 -1.825 1.231
H -0.185 -2.568 2.369
H -3.953 -2.426 1.315
H -6.062 -2.053 2.368
H -7.488 -0.972 4.068
H -6.471 0.486 5.790
H -4.023 0.856 5.791
H -2.605 -0.229 4.088
Br 1.238 1.644 -7.517
C 0.963 1.925 -5.654
C 2.047 2.243 -4.852
C 1.838 2.451 -3.499
C 0.569 2.329 -2.948
C -0.501 2.009 -3.774
C -0.314 1.808 -5.135
C 0.381 2.551 -1.453
O 1.251 3.164 -0.847
O -0.703 2.079 -0.941
H 3.037 2.322 -5.281
H 2.659 2.704 -2.841
H -1.493 1.927 -3.346
H -1.146 1.560 -5.780
*
```

## Properties
- Energy above the lowest of the compared OMol25 structures with the same formula, charge and spin: 0.000 eV
- LUMO (spin up / spin down): 2.6 / 2.1 eV
- Kohn-Sham gap (spin up / spin down): 7.7 / 8.0 eV

Löwdin atomic charge list, values in e, 2 entries: 0.85 0.04

***

No. 3
DFT (the ωB97M-V functional and the def2-TZVPD basis) results for a single C9H8F3IN2 molecule at a distorted geometry.

```
! RIJCOSX wB97M-V def2-TZVPD def2/J DEFGRID3
* xyz 0 3
C 2.341 0.477 -1.622
C 1.682 1.051 -0.555
C 1.707 -0.415 -2.469
C 0.461 0.621 -0.173
C -0.030 -0.392 -0.988
C -1.242 -0.935 -0.322
C -1.536 0.132 0.818
C -0.190 1.838 1.993
C -0.845 -2.365 0.451
N 0.545 -0.961 -2.050
N -0.322 0.800 0.961
F -0.408 -3.295 -0.351
F 0.004 -2.072 1.405
F -1.994 -2.806 0.977
I -2.991 1.450 -0.194
H 3.349 0.895 -1.812
H 2.265 1.885 -0.179
H 2.173 -0.849 -3.334
H -2.157 -1.091 -0.904
H -2.007 -0.276 1.772
H -1.107 2.511 1.857
H -0.302 1.366 2.956
H 0.602 2.434 1.765
*
```

## Properties
- LUMO (spin up / spin down): 0.1 / -2.8 eV
- Kohn-Sham gap (spin up / spin down): 4.8 / 6.2 eV

Löwdin atomic charge list, values in e, 2 entries: -0.09 -0.08

***

No. 4
DFT (the ωB97M-V functional and the def2-TZVPD basis) results for 15 unconnected molecules or ions with the total composition C15H60N30O15 at a distorted geometry.

```
! RIJCOSX wB97M-V def2-TZVPD def2/J DEFGRID3
* xyz 0 1
C -0.422 -3.910 -1.844
O -0.513 -2.755 -1.413
N -0.674 -5.045 -1.135
N -0.073 -4.122 -3.141
H -0.862 -4.920 -0.139
H -0.478 -5.888 -1.637
H 0.278 -3.359 -3.693
H 0.212 -5.054 -3.384
C -0.342 0.340 0.747
O -0.721 1.024 1.713
N 0.973 0.092 0.474
N -1.135 -0.130 -0.245
H 1.118 -0.591 -0.260
H 1.789 0.617 0.732
H -2.136 -0.007 -0.145
H -0.900 -0.821 -0.934
C 0.887 2.262 5.132
O 1.744 1.955 5.997
N 0.442 1.322 4.289
N 0.364 3.497 5.133
H 0.802 0.416 4.568
H 0.028 1.383 3.364
H -0.392 3.887 4.594
H 0.563 3.910 6.032
C 2.080 -0.875 -3.698
O 1.425 -0.501 -2.713
N 1.767 -0.620 -4.992
N 3.243 -1.572 -3.539
H 1.040 0.044 -5.218
H 2.465 -0.906 -5.653
H 3.426 -1.990 -2.635
H 3.796 -1.749 -4.356
C -0.847 3.675 -2.232
O -1.424 4.163 -1.241
N -0.822 2.348 -2.555
N -0.013 4.417 -2.992
H -1.393 1.660 -2.090
H -0.520 2.068 -3.476
H 0.293 3.885 -3.790
H 0.431 5.284 -2.766
C -4.170 1.782 -1.106
O -3.524 1.253 -0.202
N -4.048 3.109 -1.429
N -5.011 1.101 -1.945
H -3.232 3.677 -1.231
H -4.962 3.418 -1.715
H -5.599 1.578 -2.599
H -5.026 0.112 -1.759
C -4.627 -2.317 -1.808
O -3.873 -2.452 -2.775
N -4.147 -2.437 -0.558
N -5.940 -1.950 -1.912
H -3.190 -2.730 -0.422
H -4.695 -2.346 0.280
H -6.528 -1.949 -1.100
H -6.276 -1.922 -2.858
C 4.990 -2.748 2.455
O 4.196 -2.994 3.363
N 6.103 -3.474 2.227
N 4.977 -1.573 1.759
H 6.713 -3.308 1.444
H 6.300 -4.307 2.751
H 4.196 -0.967 1.918
H 5.699 -1.273 1.116
C 5.924 1.258 1.165
O 5.472 0.243 1.711
N 7.257 1.517 1.029
N 5.146 2.232 0.653
H 7.549 2.408 0.678
H 7.907 0.880 1.452
H 4.171 2.041 0.820
H 5.577 3.130 0.786
C -4.638 0.250 3.054
O -5.049 -0.272 4.092
N -4.672 -0.370 1.852
N -3.959 1.423 3.032
H -4.388 0.105 1.001
H -5.105 -1.267 1.730
H -3.789 1.892 2.160
H -3.802 1.878 3.913
C -1.636 5.031 2.111
O -1.134 5.219 3.216
N -2.134 3.842 1.687
N -1.483 5.882 1.029
H -2.592 3.770 0.801
H -2.127 3.084 2.352
H -1.374 5.421 0.131
H -0.794 6.593 1.228
C -1.527 -0.019 -4.456
O -0.624 0.682 -4.948
N -2.772 -0.031 -4.987
N -1.450 -0.772 -3.330
H -3.006 0.540 -5.780
H -3.535 -0.524 -4.553
H -1.958 -1.621 -3.144
H -0.445 -0.655 -3.136
C 2.322 3.755 1.294
O 3.377 4.317 1.607
N 1.618 4.094 0.192
N 1.795 2.654 1.910
H 0.795 3.625 -0.140
H 2.013 4.947 -0.175
H 0.948 2.307 1.494
H 2.019 2.400 2.858
C -1.395 -3.875 2.172
O -0.833 -4.892 1.729
N -2.156 -3.947 3.283
N -1.290 -2.629 1.647
H -1.901 -4.729 3.863
H -2.826 -3.235 3.507
H -0.742 -2.623 0.794
H -1.568 -1.784 2.113
C 3.387 -4.152 -0.469
O 3.266 -3.425 -1.464
N 4.232 -5.225 -0.425
N 2.884 -3.811 0.732
H 4.537 -5.620 0.443
H 4.648 -5.532 -1.285
H 2.696 -2.818 0.734
H 3.336 -4.305 1.481
*
```

## Properties
- Energy above the lowest of the compared OMol25 structures with the same formula, charge and spin: 4.011 eV
- LUMO: -0.1 eV
- Kohn-Sham gap: 8.3 eV

Löwdin atomic charge list, values in e, 2 entries: -0.64 -0.03